(1)
{
  "formula": "C17H18ClFN4O3S",
  "method": "ωB97M-V/def2-TZVPD",
  "smiles": "O=C(NCc1nnc(SCC(=O)N2CCCCC2)o1)c1c(F)cccc1Cl",
  "gap_ev": 8.94,
  "multiplicity": 1,
  "species": ["N", "H", "C", "C", "C", "H", "H", "O", "O", "C", "H", "H", "S", "N", "H", "H", "C", "H", "C", "F", "C", "C", "C", "H", "H", "C", "H", "C", "H", "C", "H", "C", "N", "C", "H", "C", "H", "Cl", "H", "C", "C", "H", "N", "O", "H"],
  "positions_angstrom": [[-0.7334, -4.8694, 1.0590], [-0.3569, 2.1113, 0.6079], [-2.9632, 2.8797, 0.0207], [1.1587, -3.9765, 0.6750], [1.8079, 2.2737, -1.0586], [-1.0584, 1.9094, -1.6560], [-1.0397, -1.8500, -1.8401], [3.2167, -1.7854, -1.3574], [-1.0077, -1.2991, 1.0994], [2.9415, 2.2389, 1.0575], [-0.7902, 0.8182, 1.7535], [2.2261, 4.0139, 0.1081], [-2.3582, -3.3787, -0.5159], [2.5657, -2.0537, 0.7893], [-2.2551, 3.6561, -0.2788], [-3.9131, 1.1605, -0.8656], [2.5716, 0.1586, -0.1510], [-3.1692, 1.4311, 1.6025], [-1.3832, -0.8336, 0.0393], [3.6866, 0.1986, 1.9299], [2.8074, -1.3175, -0.3177], [-1.8430, -1.7297, -1.1115], [2.3166, 2.9409, 0.0416], [3.3453, 2.7350, 1.9250], [-2.2289, 2.8567, 2.0567], [3.0599, 0.8663, 0.9435], [2.1108, -1.6354, 1.5868], [-1.1395, 1.4041, 0.9026], [-3.9123, 3.3629, 0.2562], [-0.8853, -3.9134, 0.1976], [-3.4677, 2.4127, -2.0328], [2.5654, -3.4983, 0.7218], [0.5797, -4.8975, 1.3662], [1.9345, 0.8948, -1.1503], [3.0974, -3.7721, -0.1963], [-2.4274, 2.1503, 1.2502], [-2.7349, -1.3431, -1.5995], [1.2695, 0.0849, -2.5116], [3.0643, -3.9355, 1.5882], [-3.1471, 1.8925, -1.1296], [-1.8244, 1.1707, -1.3966], [1.3259, 2.8157, -1.8568], [-1.3838, 0.4911, -0.1994], [0.2810, -3.3175, -0.1230], [-1.9103, 0.4777, -2.2302]],
  "forces_ev_per_a": [[-1.58, 0.35, -0.59], [-0.02, -0.03, 0.02], [-0.23, -0.23, 0.12], [-0.15, -0.39, 0.27], [-0.01, -0.13, -0.15], [0.00, -0.06, -0.09], [-0.08, 0.13, -0.03], [0.07, -0.04, -0.15], [-0.11, -0.09, 0.27], [0.04, -0.09, 0.05], [0.04, 0.12, -0.14], [-0.01, 0.10, 0.01], [-0.31, 0.34, -0.38], [-0.01, -0.21, 0.31], [0.02, 0.09, -0.03], [-0.06, -0.06, -0.04], [0.13, 0.09, 0.01], [-0.02, -0.04, 0.08], [0.07, -0.15, -0.21], [-0.02, 0.10, -0.05], [0.10, 0.10, 0.26], [0.02, -0.62, 0.41], [0.06, -0.15, 0.06], [0.06, 0.03, 0.10], [-0.02, -0.01, 0.07], [-0.17, 0.12, -0.20], [0.02, 0.12, -0.14], [-0.02, -0.01, 0.53], [0.02, 0.10, -0.03], [0.32, -0.33, 0.30], [-0.05, -0.02, -0.05], [0.05, -0.02, -0.30], [1.66, 0.17, 0.22], [0.15, 0.18, 0.35], [-0.04, 0.00, 0.24], [0.22, 0.14, -0.17], [0.04, 0.01, -0.08], [-0.20, 0.03, -0.35], [-0.08, -0.02, -0.13], [0.27, 0.19, -0.08], [-0.44, -0.04, -0.21], [-0.06, 0.03, -0.08], [0.16, 0.41, 0.05], [0.10, -0.24, -0.06], [0.09, 0.03, 0.01]]
}


(2)
{
  "formula": "C17H18ClN3O2",
  "method": "ωB97M-V/def2-TZVPD",
  "smiles": "O=C(CN1CCCC1)N/N=C/c1ccc(-c2cccc(Cl)c2)o1",
  "gap_ev": 7.69,
  "multiplicity": 1,
  "species": ["H", "N", "H", "H", "C", "C", "H", "C", "H", "H", "H", "H", "N", "C", "H", "C", "C", "H", "O", "C", "N", "H", "C", "H", "C", "C", "H", "H", "O", "H", "H", "H", "C", "C", "H", "C", "C", "C", "Cl", "C", "C"],
  "positions_angstrom": [[3.1095, -3.8031, 4.2088], [-1.0132, -1.2046, -0.8384], [0.1915, -3.6334, 0.2342], [-3.6924, 2.7543, -4.4633], [-0.8200, 3.2249, -3.8626], [3.3731, -0.1553, 5.4197], [-0.1007, 3.3412, -3.0532], [-1.2258, 1.7568, -4.0095], [-0.4561, 1.0639, -3.6661], [3.4505, 0.8651, 5.7636], [-4.1143, 0.4908, -2.8734], [-0.3702, 0.3262, 0.4199], [-2.4179, 1.6438, -3.1823], [0.6043, -2.9647, 0.9597], [-0.3643, 3.6022, -4.7758], [1.7061, -2.0730, 2.6838], [3.1769, -2.7798, 4.5391], [-3.3141, 0.1534, -4.4226], [-2.4652, -1.9033, -3.1148], [2.5044, -1.7675, 3.8513], [-1.7250, -0.3667, -1.5978], [2.0931, 0.3323, 3.7758], [4.0414, -1.1573, 6.1040], [1.8098, -4.2344, 2.3108], [-3.1385, 0.4031, -3.3630], [-2.4107, -0.7705, -2.7097], [-1.7390, 0.6390, -1.3959], [-2.3886, 4.7075, -4.2665], [1.0666, -1.0664, 2.0466], [4.6371, -0.9328, 6.9742], [-2.0645, 4.4410, -2.5549], [-1.4527, 1.5226, -5.0630], [-0.3689, -0.7395, 0.1594], [3.9331, -2.4634, 5.6511], [-3.9464, 2.9997, -2.7188], [-3.1877, 2.8395, -3.4869], [0.3972, -1.6015, 1.0009], [2.6122, -0.4504, 4.3063], [4.7614, -3.7260, 6.4948], [1.4441, -3.2656, 2.0401], [-2.1359, 3.9520, -3.5252]],
  "forces_ev_per_a": [[0.02, -0.14, -0.01], [0.42, -0.80, 0.37], [-0.12, -0.12, -0.19], [0.01, -0.04, 0.02], [0.05, -0.09, -0.03], [0.06, -0.05, 0.07], [0.04, 0.01, -0.03], [0.24, 0.01, -0.04], [0.01, -0.03, -0.08], [0.01, 0.08, 0.03], [0.03, -0.04, -0.05], [-0.05, -0.04, -0.06], [-0.08, 0.08, -0.04], [-0.29, 1.01, -0.16], [0.07, 0.00, 0.01], [-0.12, -1.15, -0.44], [-0.08, 0.16, -0.07], [0.06, -0.02, 0.15], [-0.08, -0.14, -0.11], [0.19, 0.42, 0.36], [-0.01, 1.06, 0.34], [-0.03, 0.08, -0.02], [0.01, -0.04, 0.00], [0.12, -0.18, 0.12], [-0.04, -0.06, -0.04], [-0.05, 0.04, -0.07], [0.02, -0.35, -0.15], [-0.02, 0.05, 0.03], [0.03, 0.30, 0.11], [0.06, -0.01, 0.08], [-0.02, 0.04, -0.01], [-0.03, -0.03, 0.04], [-0.50, 0.85, -0.46], [-0.11, 0.18, -0.11], [-0.06, 0.00, -0.09], [-0.15, 0.17, 0.10], [0.22, -1.63, -0.10], [-0.08, -0.16, -0.15], [0.09, -0.15, 0.09], [0.29, 0.73, 0.57], [-0.11, 0.00, 0.00]]
}


(3)
{
  "formula": "C17H18F3N7O3S",
  "method": "ωB97M-V/def2-TZVPD",
  "smiles": "Cc1cc(Nc2ncc(C(F)(F)F)c(NCc3cccnc3N(C)S(C)(=O)=O)n2)on1",
  "gap_ev": 8.29,
  "multiplicity": 1,
  "species": ["H", "H", "F", "H", "C", "C", "F", "H", "H", "C", "H", "C", "C", "H", "H", "N", "C", "C", "N", "N", "F", "O", "C", "H", "N", "O", "C", "H", "N", "C", "C", "C", "C", "H", "H", "C", "C", "H", "H", "N", "H", "C", "S", "C", "H", "H", "O", "N", "H"],
  "positions_angstrom": [[-1.7252, 1.7227, -2.6869], [4.5492, 0.1220, 0.6536], [3.8143, -1.5284, -2.0651], [-4.6318, 0.2828, -0.3920], [0.7956, 2.5913, 2.8048], [-2.5521, 1.1011, -2.3265], [3.1777, -3.1262, -0.6920], [-4.3504, -1.5093, -0.4716], [1.3291, -1.6283, -2.9005], [-4.1641, -0.5840, 0.0581], [-3.0867, 1.7639, -1.5878], [-0.8051, -3.0770, -3.4295], [3.7254, -1.9186, -0.7708], [-4.4370, -0.6920, 1.1074], [2.8060, 3.3972, 6.3373], [2.8019, 1.0508, 1.1974], [-2.0069, -1.2736, -2.3892], [-2.0671, -3.6314, -3.7852], [-3.2029, -1.7631, -2.8011], [0.8575, 0.0125, 0.4584], [4.9613, -2.0246, -0.2612], [-0.2164, 3.2632, 3.4507], [1.4853, 0.9417, 1.1161], [-3.2232, 0.8491, -3.1285], [0.7536, -1.6835, -0.8288], [-1.7476, -1.6171, 0.3912], [1.9393, 2.8584, 3.4680], [0.0793, -3.6347, -3.6607], [-2.0263, -0.0947, -1.6862], [1.6169, 3.6720, 4.5946], [-0.7785, -1.9071, -2.6967], [3.4877, 0.1001, 0.6034], [1.5513, -0.9106, -0.1042], [-2.1916, -4.6259, -4.2619], [2.8993, 2.4570, 3.2375], [2.9022, -0.9051, -0.0824], [0.5202, -1.3060, -2.2220], [3.3860, 4.6930, 5.2169], [-4.1180, -3.3755, -3.7472], [0.6248, 1.7959, 1.6968], [2.0207, 4.9366, 6.2854], [2.5115, 4.2001, 5.6766], [-2.3963, -0.3620, -0.0424], [-3.2115, -2.9409, -3.4333], [-0.1397, -1.8364, -0.3175], [-0.3354, 1.5533, 1.4471], [-2.0083, 0.8522, 0.6871], [0.3474, 3.9381, 4.5630], [0.4787, -0.1988, -2.2803]],
  "forces_ev_per_a": [[-0.08, -0.24, -0.13], [0.80, 0.31, 0.20], [0.50, -0.74, -0.34], [-0.17, 0.00, -0.10], [0.90, 1.04, 1.29], [-0.10, 1.46, 1.02], [0.09, -0.50, -0.50], [-0.27, 0.01, -0.23], [-0.18, -0.01, 0.40], [0.66, -0.14, 0.09], [0.45, -0.84, -0.62], [-1.97, -0.90, -0.09], [-0.51, 0.41, 0.28], [0.18, 0.14, -0.02], [0.35, -0.25, 0.04], [0.36, 1.07, 0.89], [-0.53, -2.74, -2.42], [1.06, -0.12, 0.36], [0.87, 0.05, 0.45], [-1.15, 0.99, 1.04], [0.22, 0.15, -0.30], [0.68, -0.71, -0.85], [0.99, 0.12, 0.59], [-0.28, -0.16, -0.28], [-1.89, -4.18, -1.90], [-1.67, 1.65, -1.05], [1.20, -0.30, 0.54], [0.51, 0.04, -0.08], [-0.25, 0.69, 2.73], [-0.63, -0.26, -1.01], [-0.24, 0.70, 0.15], [0.16, 0.60, 0.32], [-0.65, 1.00, -0.74], [0.39, 0.90, 0.23], [0.32, -0.08, -0.18], [1.52, -1.10, 0.07], [0.31, 0.29, -0.15], [-0.20, -0.43, 0.29], [-1.34, -0.06, -0.04], [-2.30, 1.51, 0.94], [-0.47, 0.32, 0.13], [0.17, 0.18, -0.82], [1.97, 0.53, 1.64], [1.38, 0.53, -0.09], [0.87, 0.40, -0.73], [0.10, 0.12, 0.11], [-1.18, -1.28, -1.20], [-0.80, 0.12, 0.22], [-0.14, -0.31, -0.13]]
}


(4)
{
  "formula": "C17H18FeO4",
  "method": "ωB97M-V/def2-TZVPD",
  "gap_ev": [6.03, 5.61],
  "multiplicity": 5,
  "species": ["C", "H", "H", "C", "C", "H", "O", "C", "C", "H", "H", "H", "C", "C", "C", "C", "O", "H", "O", "H", "Fe", "C", "H", "C", "H", "H", "C", "C", "H", "C", "H", "H", "H", "C", "C", "O", "H", "C", "H", "H"],
  "positions_angstrom": [[-0.6280, 0.3789, -0.3705], [-0.7340, 4.2157, -0.9562], [-3.8903, -3.7534, -0.0078], [0.6684, 3.8860, 0.7846], [-0.7005, -2.4988, 0.4009], [2.5150, 3.0516, 1.7414], [-2.8126, -5.0084, -2.1999], [1.8015, 3.0244, 0.9224], [-2.0684, -2.8541, 0.7090], [-4.7817, -5.5515, -1.7610], [-0.2205, 0.3064, 2.8128], [2.1824, -1.8657, 3.9524], [1.9069, 2.2298, -0.2650], [-0.0486, -3.3610, -0.5581], [-2.8062, -3.6392, -0.1420], [-4.2353, -4.8786, -2.4325], [-0.1146, -1.4508, 0.8516], [1.2213, 1.4511, 2.7246], [-2.4864, 1.8458, 1.9973], [1.0297, -3.2890, -0.6505], [0.1083, 1.9805, 0.5970], [0.0863, 3.6380, -0.5066], [-4.3348, -5.2111, -3.4672], [0.7735, 0.5110, 2.3674], [-2.5392, -2.3885, 1.5757], [0.6897, 2.2652, -2.1719], [0.8401, 2.6100, -1.1482], [-1.4534, 2.1319, 1.5289], [0.3524, 4.6697, 1.4757], [-0.7813, -4.1221, -1.4161], [0.5662, -2.2316, 3.3153], [2.0466, -2.6480, 2.3905], [-4.5989, -3.8483, -2.3121], [1.6601, -0.5604, 2.3844], [-2.1795, -4.2649, -1.2514], [-1.2810, -0.0765, -1.2251], [-0.3389, -4.6275, -2.2684], [1.5663, -1.8828, 3.0234], [2.7040, 1.5326, -0.5044], [2.7010, -0.3455, 2.1070]],
  "forces_ev_per_a": [[-2.43, -1.11, -2.90], [0.41, -0.51, 0.37], [0.57, -0.06, 0.13], [1.28, 1.93, -0.58], [0.92, 0.90, 0.69], [-0.30, -0.26, -0.09], [0.13, 0.76, 0.54], [0.99, 1.31, -0.98], [-0.40, 0.53, 0.02], [0.06, 0.16, -0.14], [0.62, 0.06, -0.38], [-0.33, 0.16, -0.51], [1.43, 1.21, -0.95], [0.13, 0.25, -0.36], [-0.38, -0.29, -0.32], [0.49, -0.20, 0.25], [-1.51, -3.13, -0.63], [-0.25, -0.21, -0.88], [2.10, 1.00, -0.87], [-0.11, 0.18, -0.15], [-3.13, -4.52, 2.36], [0.06, 1.64, -0.70], [-0.27, 0.12, 0.21], [0.76, -1.69, 2.64], [0.10, 0.04, -0.32], [0.00, -0.08, 0.47], [1.45, 0.97, -0.92], [-3.63, -1.38, 1.57], [0.11, -0.46, -0.20], [-0.03, -0.44, -0.07], [0.18, 0.31, -0.24], [-0.26, 0.07, 0.16], [0.28, -0.25, -0.06], [0.11, 2.55, 0.35], [-0.47, 0.23, -0.18], [1.79, 1.24, 2.18], [0.10, -0.06, 0.20], [-0.05, -1.19, 0.11], [-0.26, 0.04, 0.17], [-0.27, 0.19, -0.01]]
}


(5)
{
  "formula": "C17H18N2O2S",
  "method": "ωB97M-V/def2-TZVPD",
  "smiles": "O=C(NC1CCN(C(=O)c2cccs2)CC1)c1ccccc1",
  "gap_ev": 9.38,
  "multiplicity": 1,
  "species": ["C", "C", "H", "H", "C", "C", "H", "H", "C", "O", "C", "C", "C", "H", "C", "O", "H", "C", "H", "H", "C", "H", "C", "N", "C", "C", "H", "H", "S", "H", "H", "C", "H", "C", "H", "C", "H", "N", "H", "H"],
  "positions_angstrom": [[4.3644, -0.4487, 0.2120], [1.7458, 2.1863, 0.7045], [2.2317, -0.6140, -1.0676], [-0.2256, 2.8662, 1.2317], [6.0666, -2.1218, -0.3815], [-5.6027, -0.4240, -0.9933], [1.9721, 2.9931, -0.0057], [-0.4514, 2.6360, -1.1274], [-3.4492, -0.3795, 0.0741], [4.3580, 1.7555, 1.0309], [-0.3373, 1.6908, -0.5866], [4.9390, -2.6880, 0.1236], [-5.3247, -1.4102, 1.1755], [-7.1812, -1.3565, 0.1096], [1.5811, 0.0227, -0.4652], [-1.1804, -0.7714, 0.6498], [0.9935, -0.6097, 0.2086], [-6.1358, -1.0859, 0.1005], [1.2070, 1.3938, -2.0733], [0.0362, 1.1334, 1.4608], [-3.9859, -1.0667, 1.1583], [6.9547, -2.6104, -0.7298], [0.2436, 1.9787, 0.8055], [-1.6763, 1.1239, -0.4974], [-4.2658, -0.0681, -1.0088], [-1.9937, -0.0456, 0.1092], [-5.7356, -1.9355, 2.0247], [3.0141, -1.9810, 0.9051], [5.9720, -0.4092, -0.4283], [2.1723, 2.4728, 1.6697], [4.8040, -3.7475, 0.2483], [3.7177, 0.8404, 0.5347], [-2.4355, 1.6906, -0.8363], [0.6242, 0.7841, -1.3809], [-6.2304, -0.1867, -1.8396], [3.9629, -1.7304, 0.4663], [-3.3353, -1.3226, 1.9810], [2.3946, 0.9567, 0.2829], [-3.8570, 0.4231, -1.8811], [0.0486, 0.0652, -1.9645]],
  "forces_ev_per_a": [[0.56, -0.25, -0.08], [0.02, 0.29, 0.31], [-0.11, 0.08, 0.08], [0.00, -0.01, 0.02], [0.04, 0.42, -0.06], [-0.12, 0.02, -0.04], [0.03, 0.02, 0.10], [-0.01, -0.11, 0.07], [-0.27, -0.22, 0.04], [0.22, 0.15, -0.01], [0.16, -0.20, 0.15], [0.17, -0.13, -0.05], [-0.01, -0.01, 0.03], [-0.08, -0.02, 0.00], [-0.20, -0.45, -0.33], [0.16, -0.17, 0.14], [0.15, 0.03, -0.16], [-0.05, 0.00, -0.05], [0.02, -0.02, -0.05], [-0.03, 0.03, 0.03], [0.14, 0.06, -0.04], [0.17, -0.15, -0.07], [0.06, 0.08, -0.19], [-0.20, 0.30, -0.15], [0.11, 0.01, 0.09], [-0.19, 0.29, -0.19], [-0.03, -0.03, 0.07], [-0.21, 0.00, 0.06], [-0.42, -0.38, 0.22], [-0.07, 0.05, -0.18], [0.02, -0.18, 0.02], [-0.19, 0.09, 0.06], [0.01, -0.08, 0.09], [0.08, -0.09, 0.15], [-0.04, 0.01, -0.06], [-0.01, 0.38, -0.05], [0.06, -0.03, 0.06], [0.01, 0.13, 0.09], [0.04, 0.03, -0.06], [0.02, 0.04, -0.06]]
}